No. 1
ORCA calculation (ωB97M-V/def2-TZVPD) on a structure of composition C28H71CrO28S8.

CARTESIAN COORDINATES (ANGSTROEM)
Cr -0.8950 -2.5343 0.9813
C -4.6810 -3.4558 2.7265
C -3.9011 -2.9749 1.5062
C -4.0169 -1.4505 1.4199
O -2.6066 -3.4688 1.6181
H -4.8084 -4.5433 2.6891
H -5.7073 -3.0856 2.8337
H -4.1767 -3.2537 3.6722
H -4.3086 -3.3458 0.5501
H -5.0231 -1.1968 1.0864
H -3.3166 -0.9438 0.7436
H -3.7388 -1.0147 2.3820
C 0.1651 -0.2103 0.6784
O 0.6794 -1.2938 0.2451
O 0.7271 0.9020 0.5434
O -0.8968 -0.4615 1.3837
O 1.5880 -6.2819 -0.4372
S 1.4321 -4.9032 -0.0273
O 0.1688 -4.4203 0.4692
O 2.6060 -4.4935 1.0462
C 3.8538 -5.0960 0.7813
C 4.7515 -4.8724 2.0338
C 1.8587 -3.8875 -1.4469
H 4.3644 -4.7170 -0.1060
H 3.8349 -6.1850 0.7174
H 4.7596 -3.7962 2.2158
H 5.7450 -5.3024 1.9999
H 4.1333 -5.3008 2.8250
H 1.1992 -4.2554 -2.2362
H 2.8369 -4.1956 -1.8146
H 1.7298 -2.8383 -1.1902
O -1.5454 -2.4552 -1.1249
S -2.1094 -2.5575 -2.4397
O -1.6664 -1.6914 -3.5050
O -1.8698 -4.1064 -2.9381
C -2.4659 -5.1283 -2.1367
C -1.7514 -6.4537 -2.3342
C -3.8864 -2.5596 -2.4297
H -3.5306 -5.2114 -2.3640
H -2.3205 -4.8826 -1.0784
H -0.7568 -6.3580 -1.8997
H -1.5808 -6.6818 -3.3906
H -2.2967 -7.2929 -1.9108
H -4.2496 -2.9460 -3.3746
H -4.1766 -1.5520 -2.1291
H -4.2174 -3.1933 -1.6058
O 2.9562 1.9885 -3.5041
S 1.8758 1.1960 -4.0204
O 0.7092 1.8571 -4.5679
O 2.5315 0.1605 -5.0786
C 1.6095 -0.5610 -5.9142
C 1.6737 -2.0486 -5.6189
C 1.3788 0.0585 -2.7193
H 1.8480 -0.2903 -6.9431
H 0.5645 -0.2673 -5.7825
H 0.7768 -2.5071 -6.0390
H 1.6924 -2.2778 -4.5561
H 2.5502 -2.4762 -6.1092
H 2.2708 -0.5206 -2.4907
H 0.6724 -0.6347 -3.1751
H 1.0032 0.6548 -1.8890
O 2.3433 -3.5655 4.0176
S 1.3895 -2.5300 3.7319
O 0.3200 -2.7485 2.8069
O 0.7687 -1.9267 5.0924
C -0.2124 -0.8877 4.9175
C -1.5713 -1.3399 5.4259
C 2.3376 -1.1450 3.0782
H -0.3794 -0.6145 3.8699
H 0.1822 -0.0264 5.4551
H -2.1576 -1.8816 4.6861
H -2.1985 -0.4847 5.6974
H -1.4324 -1.8762 6.3665
H 2.4958 -1.3367 2.0176
H 3.2808 -1.1560 3.6264
H 1.9393 -0.1363 3.1772
O 6.8462 2.4877 1.5606
S 5.4998 2.3691 1.0875
O 4.9331 3.3345 0.1709
O 5.3506 0.8890 0.5040
C 4.1570 0.4901 -0.1836
C 4.2429 -1.0464 -0.2475
C 4.3975 2.1077 2.5160
H 4.2001 0.8126 -1.2275
H 3.2028 0.8577 0.2076
H 4.3923 -1.4429 0.7541
H 5.0018 -1.3046 -0.9830
H 3.2590 -1.3266 -0.6316
H 4.3276 2.9622 3.1824
H 4.8864 1.2775 3.0250
H 3.4168 1.7702 2.1853
O -4.4375 2.2333 -0.5306
S -3.3594 1.9461 -1.4427
O -3.3912 0.7991 -2.3128
O -3.0764 3.3014 -2.3130
C -2.1905 3.1644 -3.4257
C -1.3697 4.4323 -3.5523
C -1.8137 1.9316 -0.4888
H -2.6867 2.9263 -4.3701
H -1.5341 2.2984 -3.2880
H -0.3806 4.2917 -3.9769
H -1.2545 4.8589 -2.5529
H -1.9590 5.1983 -4.0606
H -0.9671 1.6962 -1.1302
H -1.9238 1.1177 0.2303
H -1.6622 2.8972 -0.0148
O 0.9573 5.7338 0.8560
S 1.1072 5.7693 -0.5866
O 0.0488 6.3784 -1.3377
O 2.5094 6.5114 -0.9855
C 3.5029 6.6418 0.0433
C 4.8086 7.0107 -0.6372
C 1.4445 4.1372 -1.2126
H 3.5933 5.7079 0.5986
H 3.2346 7.4331 0.7448
H 5.2013 6.1527 -1.1896
H 5.5709 7.1787 0.1243
H 4.6928 7.8180 -1.3565
H 1.1020 4.0967 -2.2452
H 0.9310 3.3113 -0.7138
H 2.5142 4.0002 -1.0640
O -4.6939 1.3925 4.8935
S -4.6884 1.7708 3.5096
O -5.5932 1.0916 2.6206
O -5.0182 3.3604 3.4144
C -5.3840 3.8624 2.1084
C -5.3179 5.3847 2.1087
C -2.9935 1.7571 2.8763
H -6.4357 3.5837 2.0179
H -4.7158 3.4329 1.3644
H -5.6802 5.8540 3.0191
H -5.7381 5.7275 1.1661
H -4.2519 5.6387 2.0738
H -2.2870 2.0321 3.6570
H -2.9316 2.4430 2.0379
H -2.7488 0.7279 2.6155

Total charge ... -1
Gap between HOMO and LUMO (alpha / beta) ... 6.185 / 7.526 eV
2S+1 ... 5
<S²> ... 6.01

No. 2
ORCA calculation (ωB97M-V/def2-TZVPD) on a structure of composition C37H43N8O5PTl.

CARTESIAN COORDINATES (ANGSTROEM)
Tl -17.8039 0.9368 -9.1594
C -17.7383 5.7228 -15.5072
O -18.8962 4.9423 -15.4427
C -19.8764 5.3742 -14.6010
C -20.8203 4.3588 -14.3328
C -21.9250 4.5877 -13.5137
C -21.9825 5.8374 -12.7972
C -21.0608 6.8156 -13.1300
C -19.9785 6.6229 -14.0065
N -23.0888 6.1027 -11.8854
N -23.2554 5.3391 -10.9081
C -22.3236 4.2752 -10.6333
C -22.8938 3.0489 -10.3953
C -22.1188 1.9179 -10.2004
C -20.7318 1.9513 -10.1681
O -20.0422 0.8661 -10.0525
C -20.0733 3.2406 -10.1446
N -18.7562 3.3984 -9.9828
C -18.2206 4.5955 -9.9416
C -18.9330 5.7844 -10.1224
C -20.2774 5.7232 -10.3395
C -20.9150 4.4363 -10.4028
H -17.0442 5.2742 -16.2329
H -17.3576 5.8607 -14.5254
H -18.0776 6.7538 -15.8327
H -20.7274 3.3680 -14.7994
H -22.5797 3.7415 -13.3331
H -21.2228 7.7526 -12.5828
H -19.2675 7.3259 -14.1205
H -23.9417 2.9862 -10.4894
H -22.5606 0.9237 -10.0019
H -17.1283 4.6350 -9.7776
H -18.2981 6.6943 -10.1932
H -20.8898 6.5866 -10.4623
C -20.1647 -4.1338 -9.8062
C -19.5015 -3.2541 -10.8620
C -19.1999 -4.0400 -12.1306
O -20.3173 -2.1868 -11.1779
C -18.2472 -2.6730 -10.1466
O -17.2814 -3.4571 -10.0827
O -18.4219 -1.5229 -9.7002
H -21.1688 -4.3627 -10.1207
H -20.1995 -3.6077 -8.8046
H -19.6154 -5.0873 -9.7007
H -20.1674 -4.3603 -12.4805
H -18.5996 -4.9586 -11.9013
H -18.7941 -3.3992 -12.8970
H -20.0186 -1.4093 -10.6797
C -18.7453 -0.4292 -13.5789
N -17.3735 -0.8364 -13.2991
C -16.6198 -1.4554 -14.3720
C -16.8122 -0.2503 -12.1920
N -17.1693 0.9127 -11.6644
N -15.8656 -1.0220 -11.5541
C -14.8900 -0.5868 -10.6307
N -14.6089 -1.6521 -9.7526
N -14.1998 0.4970 -10.7636
H -19.0860 -0.9812 -14.4639
H -18.8185 0.6759 -13.9067
H -19.3147 -0.4550 -12.7296
H -16.6255 -0.8393 -15.2613
H -17.0542 -2.4093 -14.7005
H -15.5847 -1.6588 -14.0485
H -17.8680 1.3066 -12.3079
H -16.1940 -1.9310 -11.4196
H -15.3833 -2.3048 -9.6491
H -14.0845 -1.5413 -8.8936
H -13.5271 0.5022 -9.9935
C -20.5519 0.8526 -6.2701
P -20.2515 -0.9571 -6.6089
C -18.9045 -1.1628 -5.3859
C -19.0036 -0.8302 -4.0183
C -17.8814 -1.0463 -3.1880
C -16.6822 -1.5457 -3.6814
C -16.5524 -1.7939 -5.0394
C -17.6670 -1.6036 -5.8850
C -21.5486 -1.9241 -5.7336
C -21.2560 -3.2816 -5.3948
C -22.2413 -4.0961 -4.9818
C -23.5330 -3.6030 -4.7761
C -23.7997 -2.2847 -4.9930
C -22.8064 -1.4399 -5.4731
H -21.0259 1.0999 -5.2668
H -21.1263 1.3626 -7.0579
H -19.5242 1.2118 -6.2249
H -19.9004 -0.4839 -3.5936
H -18.0251 -0.7692 -2.1525
H -15.8923 -1.7351 -2.9652
H -15.6247 -2.0096 -5.5344
H -17.4923 -1.7268 -6.9612
H -20.2729 -3.6642 -5.4738
H -21.9447 -5.0824 -4.6898
H -24.2991 -4.2236 -4.3330
H -24.7753 -1.7847 -4.8738
H -23.0413 -0.3998 -5.6285

Total charge ... -1
Gap between HOMO and LUMO ... 6.894 eV
2S+1 ... 1

No. 3
ORCA calculation (ωB97M-V/def2-TZVPD) on a cluster of 2 separate species, C5H12NS in total.

CARTESIAN COORDINATES (ANGSTROEM)
C 1.6666 1.4978 -0.7410
C -1.0082 0.7402 -1.5509
C 0.9972 -0.6010 1.5022
C -1.2060 -1.4055 0.6096
C -0.1866 0.7588 -0.2017
N 0.0574 -0.5951 0.2683
S 2.2529 2.8429 -0.2582
H 2.1418 0.6126 -1.3061
H -1.1004 1.7668 -2.0454
H -2.0516 0.4802 -1.2917
H -0.5178 0.0563 -2.2672
H 1.6647 -1.4598 1.6741
H 1.7245 0.2048 1.5397
H 0.3995 -0.5495 2.3537
H -1.8045 -0.9689 1.4016
H -1.8271 -1.2787 -0.3335
H -1.0855 -2.5250 0.7420
H -0.6645 1.4267 0.4291
H 0.5476 -1.0037 -0.5248

Total charge ... +1
Gap between HOMO and LUMO ... 8.344 eV
2S+1 ... 1

No. 4
ORCA calculation (ωB97M-V/def2-TZVPD) on a cluster of 3 separate species, C37H73BI2N2O5 in total.

CARTESIAN COORDINATES (ANGSTROEM)
C -0.9148 -6.6821 7.6914
C -1.0019 -5.8141 6.4099
C -1.2921 -4.3230 6.6931
C -2.1740 -3.7729 5.5345
C -2.1703 -2.2151 5.5197
C -2.2097 -1.6807 4.0541
C -3.5781 -0.9618 3.7886
C -3.4333 0.5201 4.2019
C -3.1480 1.4843 3.0268
C -2.0895 0.9927 2.0203
C -0.6405 1.4627 2.3303
C 0.3972 0.3448 2.0104
B 0.7143 0.1148 0.4712
C 0.0926 0.9849 -0.7041
C -0.8400 0.2387 -1.6996
C -2.0290 -0.4846 -1.0577
O -1.3942 1.2454 -2.5717
C -1.1312 0.9733 -3.9464
C -1.8918 -0.2798 -4.3925
C -3.3129 -0.2254 -4.3022
C -4.0097 -1.3575 -4.6551
C -3.2963 -2.4836 -5.0774
C -1.9372 -2.5254 -5.1775
C -1.2037 -1.3840 -4.8130
C 1.7357 -1.0973 0.1400
I 0.6897 -2.7996 -0.7242
C 2.5408 -1.6151 1.4018
C 3.8511 -2.3077 0.8922
I 1.4195 -3.2100 2.3831
H -0.4657 -6.0837 8.4952
H -0.3071 -7.5772 7.5217
H -1.9326 -6.9301 8.0131
H -0.0900 -5.8984 5.8038
H -1.8137 -6.2258 5.7923
H -1.8344 -4.1707 7.6380
H -0.3651 -3.7376 6.7515
H -1.7125 -4.1480 4.6115
H -3.2009 -4.1514 5.6091
H -3.0511 -1.8729 6.0812
H -1.2992 -1.8238 6.0623
H -1.4139 -0.9263 3.9779
H -2.0014 -2.4575 3.3102
H -3.7844 -1.0872 2.7154
H -4.3700 -1.4789 4.3417
H -2.6804 0.6139 4.9959
H -4.4012 0.8286 4.6295
H -4.0902 1.6499 2.4854
H -2.8535 2.4652 3.4297
H -2.0750 -0.0911 1.8691
H -2.3580 1.4241 1.0452
H -0.4212 2.3750 1.7637
H -0.5893 1.6508 3.4144
H -0.0349 -0.6007 2.3778
H 1.3334 0.6077 2.5383
H -0.4354 1.8881 -0.3733
H 0.9527 1.3367 -1.3084
H -0.2066 -0.4419 -2.2832
H -2.8062 0.2568 -0.8420
H -1.7745 -1.1123 -0.1993
H -2.4713 -1.1560 -1.8095
H -0.0511 0.8734 -4.1383
H -1.5772 1.8001 -4.5132
H -3.8188 0.6693 -3.9491
H -5.0938 -1.3837 -4.5718
H -3.8568 -3.3851 -5.3287
H -1.3942 -3.4110 -5.4994
H -0.1150 -1.3445 -4.8338
H 2.4924 -0.7876 -0.5942
H 2.8030 -0.8310 2.1139
H 4.2366 -1.8359 -0.0162
H 3.6044 -3.3573 0.6983
H 4.5679 -2.3235 1.7212
C 0.3470 4.0973 -9.6482
O -0.9145 3.8619 -10.2417
C -0.9656 2.7393 -11.1146
C -1.6580 1.5451 -10.4782
N -0.8546 0.9439 -9.4203
C -1.5778 0.0522 -8.5076
C -2.8579 0.5318 -7.8218
O -2.6781 1.4969 -6.7976
C -2.4025 2.7990 -7.2838
H 0.3457 5.1154 -9.2603
H 0.5346 3.4234 -8.8064
H 1.1570 4.0028 -10.3767
H 0.0294 2.4799 -11.4905
H -1.5632 3.0506 -11.9757
H -1.8398 0.7925 -11.2531
H -2.6298 1.8961 -10.1156
H -0.4266 1.6763 -8.8724
H -0.8698 -0.2227 -7.7212
H -1.8078 -0.8683 -9.0551
H -3.2847 -0.3387 -7.3156
H -3.6220 0.8661 -8.5338
H -2.9882 3.0420 -8.1724
H -1.3348 2.9178 -7.4774
H -2.6627 3.5098 -6.4972
C 2.1656 1.7498 4.9603
O 3.0701 1.5178 3.8912
C 3.6190 2.6991 3.3158
C 5.0525 2.9417 3.7583
N 5.1350 3.3386 5.1584
C 6.4619 3.2215 5.7697
C 7.2334 1.9041 5.6717
O 6.7299 0.8421 6.4614
C 5.5562 0.2251 5.9680
H 1.5950 0.8334 5.1135
H 2.6884 1.9734 5.8944
H 1.4696 2.5599 4.7273
H 2.9808 3.5682 3.5036
H 3.6283 2.5354 2.2338
H 5.4791 3.7389 3.1401
H 5.6098 2.0214 3.5522
H 4.4885 2.7824 5.6994
H 6.3315 3.4472 6.8310
H 7.0905 4.0182 5.3570
H 8.2336 2.0990 6.0662
H 7.3813 1.5757 4.6358
H 5.5717 0.1190 4.8807
H 4.6694 0.7736 6.2917
H 5.4940 -0.7708 6.4081

Total charge ... 0
Gap between HOMO and LUMO ... 8.005 eV
2S+1 ... 1

No. 5
ORCA calculation (ωB97M-V/def2-TZVPD) on an isolated molecule of C6H7NO3.

CARTESIAN COORDINATES (ANGSTROEM)
N 1.7242 -2.4877 -0.9106
C 0.8768 -1.9030 0.1514
C 0.2880 -0.4879 0.1274
C -1.0566 -0.3553 0.1669
C -1.6804 0.9368 0.1958
O -2.8843 1.1655 0.1931
C -0.6854 2.0330 0.2442
O -1.2101 3.2925 0.4311
C 0.6070 1.7830 0.1445
O 1.1583 0.5460 -0.0178
H 1.2575 -2.3352 -1.7954
H 2.6554 -2.0729 -0.9758
H 1.4217 -2.0687 1.0782
H -0.0201 -2.5331 0.1574
H -1.7151 -1.1911 0.1799
H -2.1695 3.2078 0.5260
H 1.4324 2.4704 0.1037

Total charge ... 0
Gap between HOMO and LUMO ... 9.721 eV
2S+1 ... 1
SMILES string ... NCc1cc(=O)c(O)co1

No. 6
ORCA calculation (ωB97M-V/def2-TZVPD) on a structure of composition C4H7N3O2S2.

CARTESIAN COORDINATES (ANGSTROEM)
C -1.5927 -0.6336 0.8549
C -1.9657 -1.7072 -0.0293
C -0.3897 -0.0516 0.7488
C 1.9038 1.3312 2.3414
N -1.4438 -2.1246 -1.0623
N -0.8512 -2.2616 -1.9900
N 0.9411 0.1906 -2.6452
O 0.0205 1.9625 -1.2708
O 0.4054 -0.2918 -0.2511
S 0.0668 1.0226 2.1812
S -0.2443 0.5754 -1.5285
H -2.3499 -0.3390 1.5992
H -2.8849 -2.2093 0.2763
H 2.4255 0.8236 1.5500
H 2.2692 0.8961 3.3487
H 2.1662 2.3665 2.1459
H 0.5293 -0.6558 -3.1545
H 0.9945 1.1061 -3.1146

Total charge ... 0
Gap between HOMO and LUMO ... 7.837 eV
2S+1 ... 1

No. 7
ORCA calculation (ωB97M-V/def2-TZVPD) on a cluster of 4 separate species, C4H15NO3 in total.

CARTESIAN COORDINATES (ANGSTROEM)
C 2.4760 -1.4162 -1.0450
C 2.0885 -0.1204 -0.2958
C 0.7659 0.3999 -0.7615
C -0.2587 0.5835 0.0769
N -1.4063 1.3338 -0.1810
H 1.5416 -1.8438 -1.4348
H 2.8670 -2.2206 -0.4230
H 3.1510 -1.2948 -1.8928
H 1.9877 -0.3348 0.7860
H 2.8846 0.6228 -0.4244
H 0.7378 0.7708 -1.7849
H -0.2338 0.1959 1.0862
H -2.2143 1.2356 0.4160
H -1.6758 1.4100 -1.1501
O 0.8287 3.2514 2.0169
H 0.2898 2.6588 1.4906
H 0.3711 4.0569 1.7390
O -2.4365 -1.7726 1.4341
H -2.2633 -1.4867 0.5237
H -2.9801 -2.5502 1.2455
O -1.3435 -1.8234 -1.5119
H -1.4147 -2.7864 -1.5400
H -0.4893 -1.6330 -1.1037

Total charge ... 0
Gap between HOMO and LUMO ... 8.921 eV
2S+1 ... 1
SMILES string ... CC/C=C/N.O.O.O

No. 8
ORCA calculation (ωB97M-V/def2-TZVPD) on an isolated molecule of C3H6S.

CARTESIAN COORDINATES (ANGSTROEM)
C 1.0886 -0.7911 0.1675
C -0.3043 0.0399 -0.5673
C -0.9851 1.0526 0.2935
S -1.9162 -0.4985 0.0081
H 1.9306 -0.1538 0.2179
H 1.2710 -1.5318 -0.5273
H 0.6368 -1.3065 1.0297
H -0.0934 0.3018 -1.6124
H -0.3974 0.9568 1.2608
H -1.2306 1.9307 -0.2704

Total charge ... 0
Gap between HOMO and LUMO ... 9.960 eV
2S+1 ... 1
SMILES string ... C[C@@H]1CS1

No. 9
ORCA calculation (ωB97M-V/def2-TZVPD) on a cluster of 2 separate species, C6H11N2 in total.

CARTESIAN COORDINATES (ANGSTROEM)
C -2.0043 0.2925 -1.3495
C -1.0040 -0.7263 -0.8122
C 0.2987 -0.3398 -0.4746
C 1.4211 -1.1419 -0.2870
N 2.5224 -0.3695 -0.0034
C 2.0044 1.0150 0.1328
C 0.6995 1.0173 -0.2259
N -1.2385 -0.1140 2.2552
H -2.1060 1.0476 -0.5760
H -2.9254 -0.2423 -1.5043
H -1.1020 -1.8096 -1.0583
H -0.4532 -0.3262 2.8665
H 1.3671 -2.2340 -0.3689
H 3.3127 -0.7195 0.5242
H 2.7589 1.7579 0.0817
H 0.0917 1.8901 -0.4136
H -1.4189 0.6613 -2.2094
H -1.1455 -0.5461 1.3237
H -1.0787 0.8873 2.0991

Total charge ... +1
Gap between HOMO and LUMO ... 7.222 eV
2S+1 ... 1

No. 10
ORCA calculation (ωB97M-V/def2-TZVPD) on a structure of composition C4H6CaO7.

CARTESIAN COORDINATES (ANGSTROEM)
O 3.5595 2.0215 -0.0654
C 2.5519 1.4606 -0.5874
O 1.6285 2.2045 -1.0680
O 2.4930 0.1627 -0.6080
O -0.8589 -1.2795 -0.1757
C 0.2791 -0.5890 0.1755
C 1.2608 -0.4890 -0.9979
Ca 2.8234 3.9599 -0.5434
H 0.8021 -1.0816 1.0224
H 0.0422 0.4421 0.5188
H 0.8107 0.0571 -1.8353
H 1.5727 -1.4801 -1.3456
C -2.5595 -0.9557 0.9111
O -2.2972 -1.1130 2.1201
O -2.9905 0.2787 0.5036
H -2.4585 0.9611 0.9597
O -3.4269 -1.8454 0.3245
H -3.2322 -2.7149 0.6912

Total charge ... 0
Gap between HOMO and LUMO ... 2.857 eV
2S+1 ... 1

Please write out number 5 again, unchanged.
ORCA calculation (ωB97M-V/def2-TZVPD) on an isolated molecule of C6H7NO3.

CARTESIAN COORDINATES (ANGSTROEM)
N 1.7242 -2.4877 -0.9106
C 0.8768 -1.9030 0.1514
C 0.2880 -0.4879 0.1274
C -1.0566 -0.3553 0.1669
C -1.6804 0.9368 0.1958
O -2.8843 1.1655 0.1931
C -0.6854 2.0330 0.2442
O -1.2101 3.2925 0.4311
C 0.6070 1.7830 0.1445
O 1.1583 0.5460 -0.0178
H 1.2575 -2.3352 -1.7954
H 2.6554 -2.0729 -0.9758
H 1.4217 -2.0687 1.0782
H -0.0201 -2.5331 0.1574
H -1.7151 -1.1911 0.1799
H -2.1695 3.2078 0.5260
H 1.4324 2.4704 0.1037

Total charge ... 0
Gap between HOMO and LUMO ... 9.721 eV
2S+1 ... 1
SMILES string ... NCc1cc(=O)c(O)co1

Question: Which formula does entry 3 have?
Answer: C5H12NS